Entry 1:
Entry from OMol25: C18H25NO3S in the gas phase (ωB97M-V with the def2-TZVPD basis set).

XYZ file:
```
48
Properties=species:S:1:pos:R:3:mulliken_charge:R:1
C -5.81724 -0.59696 -0.17626 -1.200
C -4.99019 0.66932 -0.29187 -0.274
H -5.18789 1.35942 0.53572 0.354
H -5.19470 1.19435 -1.23148 0.301
O -3.60868 0.30512 -0.26690 -0.142
C -2.72616 1.29476 -0.14538 -0.052
O -3.01868 2.45820 -0.06580 -0.616
C -1.31400 0.76161 -0.10206 1.074
H -1.11180 0.13917 -0.97300 0.300
H -0.60522 1.58636 -0.03944 -0.591
S -1.08695 -0.27196 1.38348 -0.183
C -1.46969 -1.91931 0.68736 -0.741
C -0.50264 -2.24426 -0.43446 0.597
O -0.88160 -2.16544 -1.59276 -0.669
N 0.75712 -2.60087 -0.11392 0.135
C 1.37908 -2.51782 1.18680 -1.431
H 0.63136 -2.50785 1.97747 0.518
C 2.23913 -1.25535 1.27796 0.275
C 3.26311 -1.18378 0.14359 0.322
C 2.56950 -1.40761 -1.20184 -0.311
C 1.73844 -2.68910 -1.17840 -1.332
H 1.20539 -2.82139 -2.12081 0.516
H 2.37403 -3.56098 -0.99557 0.424
H 3.30928 -1.46626 -2.00179 0.365
H 1.90145 -0.57048 -1.41232 0.131
H 4.00065 -1.98338 0.28665 0.300
C 4.02109 0.16083 0.16983 -1.754
C 3.10790 1.34340 0.00581 0.762
C 2.51995 1.94593 1.11253 -0.353
C 1.62181 2.98758 0.95998 -0.457
C 1.30155 3.45002 -0.30567 -0.631
C 1.90360 2.87796 -1.41375 -0.528
C 2.80070 1.83576 -1.25747 -0.346
H 3.27129 1.40177 -2.12839 0.394
H 1.67119 3.24283 -2.40361 0.396
H 0.59156 4.25453 -0.42660 0.418
H 1.16588 3.43561 1.83052 0.387
H 2.76843 1.59825 2.10500 0.339
H 4.76156 0.15526 -0.63290 0.505
H 4.55090 0.23872 1.12163 0.492
H 2.74720 -1.23928 2.24343 0.366
H 1.57906 -0.38946 1.22599 -0.397
H 2.00544 -3.40894 1.31203 0.430
H -2.47865 -1.87640 0.27760 0.478
H -1.43013 -2.62222 1.51597 0.442
H -5.61254 -1.09529 0.76789 0.278
H -5.57364 -1.27578 -0.98934 0.294
H -6.87332 -0.34857 -0.22418 0.416
```

Summary:
HOMO level: -8.70 eV
SMILES: CCOC(=O)CSCC(=O)N1CCC(Cc2ccccc2)CC1
Energy above the lowest of the compared OMol25 structures with the same formula, charge and spin: 0.0 kcal/mol


Entry 2:
Entry from OMol25: 3 unconnected molecules or ions with the total composition C18H26BClFN3O4P in a non-equilibrium geometry (ωB97M-V with the def2-TZVPD basis set).

XYZ file:
```
55
Properties=species:S:1:pos:R:3:mulliken_charge:R:1
C 2.93296 -1.71337 2.14493 -1.071
C 2.42930 -1.07278 0.86988 0.619
O 2.99196 -1.29081 -0.19382 -0.633
N 1.29860 -0.22984 1.04100 -0.016
C 1.30436 0.95997 0.18028 -0.836
C 1.09995 2.26287 0.94696 -0.368
C -0.30542 2.50071 1.49104 -0.729
C -0.87703 1.38091 2.39023 -0.890
B -1.82445 0.37640 1.54250 1.104
O -2.11181 -0.96461 2.17623 -0.542
C -3.44834 -1.14345 2.30686 0.013
F -3.84658 -2.43883 1.93953 -0.354
C -4.09295 -0.09782 1.36444 0.021
P -4.57241 -0.70527 -0.31976 0.113
O -4.41122 0.77333 -0.97680 -0.493
Cl -2.89068 -1.74488 -1.02969 -0.348
O -3.21197 0.97046 1.38896 -0.982
H 2.20249 -1.57362 2.93760 0.304
H 3.07757 -2.77955 1.99526 0.337
H 3.85282 -1.23067 2.46193 0.252
H 0.47513 -0.78736 0.82188 0.083
H 2.25208 1.02055 -0.35415 0.562
H 0.53751 0.89872 -0.59065 0.356
H 1.31428 3.05548 0.22164 0.370
H 1.85939 2.35429 1.72463 0.123
H -0.26892 3.41678 2.08912 0.281
H -1.00934 2.70147 0.68264 0.290
H -0.07680 0.83763 2.88841 0.309
H -1.48095 1.84886 3.17500 0.407
H -1.35364 0.17169 0.41610 -0.343
H -3.78653 -1.00411 3.34198 0.233
H -5.06598 0.17678 1.79749 0.351
H -3.85713 1.31913 -0.38888 0.429
N -5.01195 -3.43889 -4.84087 -0.556
C -5.30547 -3.31547 -6.13336 -0.251
C -4.85057 -2.27828 -6.93243 -0.293
C -4.04474 -1.30970 -6.35439 -0.395
C -3.73021 -1.42096 -5.01132 -0.208
C -4.23489 -2.50019 -4.29869 -0.072
H -5.94068 -4.09253 -6.54685 0.354
H -5.12195 -2.23200 -7.97882 0.348
H -3.66945 -0.48127 -6.94236 0.358
H -3.10829 -0.68864 -4.51514 0.387
H -3.99939 -2.60641 -3.24600 0.383
N 4.85138 1.42566 1.49493 -0.138
C 5.25734 2.36692 2.34162 -0.027
C 6.55173 2.44786 2.83425 -0.707
C 7.47129 1.49526 2.42563 -0.121
C 7.06141 0.50740 1.54494 -0.800
C 5.74386 0.51742 1.10884 -0.084
H 4.50361 3.08877 2.63787 0.364
H 6.82827 3.23650 3.52078 0.347
H 8.49115 1.52216 2.78868 0.367
H 7.74513 -0.25677 1.20137 0.369
H 5.37620 -0.23594 0.41861 0.424
```

Summary:
HOMO level: -4.90 eV
Net charge: -1


Entry 3:
Entry from OMol25: 3 unconnected molecules or ions with the total composition C18H26BF6NO8P2 in a non-equilibrium geometry (ωB97M-V with the def2-TZVPD basis set).

XYZ file:
```
62
Properties=species:S:1:pos:R:3:mulliken_charge:R:1
C -4.63555 -1.05330 4.90416 -0.945
N -3.83178 -0.20061 3.92776 -0.104
C -4.66176 1.05167 3.78112 -0.575
B -3.78769 -0.98582 2.65705 0.673
O -4.38723 -2.32441 2.62018 -0.557
P -2.94600 -0.42129 1.00687 -0.198
C -1.09873 -0.05021 1.41700 -0.292
C -0.25999 -0.70980 0.20740 0.097
O -0.67147 -0.44737 -0.96058 -0.458
C 0.98698 -1.68123 0.38094 0.168
C 2.43303 -1.13576 0.38026 -0.167
C 3.63263 -2.13107 0.50801 -0.418
C 3.36066 -3.67007 0.64624 -0.404
C 1.89435 -4.21034 0.63953 -0.503
C 0.71682 -3.21298 0.51181 -0.473
P -3.77787 1.44030 0.22863 0.123
O -5.40962 1.26738 -0.28150 -0.451
O -3.55581 2.77847 1.29442 -0.434
H -5.70803 -1.21039 4.52881 0.316
H -4.72717 -0.47154 5.89297 0.347
H -4.11058 -2.03656 5.16125 0.269
H -5.22070 1.05848 2.76982 0.090
H -3.92360 1.94231 3.75203 0.184
H -5.36331 1.21432 4.66552 0.343
H -4.96726 -2.38934 1.81964 0.304
H -0.79437 -0.47940 2.44237 0.459
H -0.97297 1.09810 1.42390 0.231
H 2.57768 -0.01139 0.28565 0.445
H 4.70109 -1.70873 0.47774 0.327
H 4.26982 -4.37170 0.71418 0.308
H 1.73169 -5.34275 0.73197 0.324
H -0.34093 -3.65986 0.48461 0.315
H -5.83989 0.62958 0.33398 0.329
H -4.43326 3.24720 1.30442 0.291
C 1.12957 -1.04724 -4.12313 -1.084
C 2.63768 -1.04157 -3.97262 -0.016
O 3.14795 -2.38389 -3.92977 -0.279
C 3.33416 -2.98488 -5.12256 0.341
O 3.09857 -2.47042 -6.18549 -0.518
C 3.92316 -4.38007 -4.92887 0.871
F 3.31510 -5.06613 -3.93835 -0.238
F 5.23489 -4.33097 -4.61072 -0.249
F 3.82549 -5.14267 -6.03395 -0.247
H 0.66779 -1.64553 -3.33335 0.243
H 0.73280 -0.03123 -4.07403 0.366
H 0.82997 -1.49099 -5.07580 0.382
H 2.91028 -0.57140 -3.02508 0.133
H 3.11998 -0.46588 -4.76768 0.326
C -0.07224 5.66836 0.58557 -1.107
C 1.43721 5.68825 0.72586 -0.209
O 1.96054 4.35095 0.75217 -0.304
C 2.14361 3.76379 -0.44893 0.035
O 1.89550 4.28635 -1.50357 -0.517
C 2.74658 2.37237 -0.27423 1.283
F 2.14998 1.66780 0.71818 -0.333
F 4.05901 2.42705 0.03422 -0.291
F 2.64825 1.61970 -1.38537 -0.199
H -0.52275 5.05767 1.37264 0.277
H -0.47878 6.67990 0.64685 0.398
H -0.37358 5.23071 -0.36900 0.316
H 1.71213 6.15197 1.67580 0.330
H 1.90797 6.27606 -0.06695 0.320
```

Summary:
HOMO level: -8.10 eV
SMILES: CN(C)B(O)P(CC(=O)c1ccccc1)#P(O)O.CCOC(=O)C(F)(F)F.CCOC(=O)C(F)(F)F


Entry 4:
Entry from OMol25: a molecular structure, C18H26CsF5IN2O2 in a non-equilibrium geometry (ωB97M-V with the def2-TZVPD basis set).

XYZ file:
```
55
Properties=species:S:1:pos:R:3:mulliken_charge:R:1
Cs -0.35781 0.12294 -0.34870 1.140
C -0.13200 4.12287 -1.01311 -1.150
C -0.47974 3.26787 -2.20487 0.798
O -0.50854 2.06242 -2.10997 -0.664
C -0.81833 3.93106 -3.50701 0.348
C -0.88020 5.31263 -3.63933 -0.271
C -1.21818 5.88515 -4.85709 -0.694
C -1.49336 5.07764 -5.95066 -0.340
C -1.42915 3.69499 -5.82670 -0.553
C -1.09397 3.12607 -4.60965 -0.421
H 0.13244 3.49520 -0.16297 0.164
H -0.99182 4.74140 -0.74258 0.365
H 0.69944 4.79064 -1.24869 0.370
H -0.66750 5.95156 -2.79135 0.311
H -1.26809 6.96177 -4.95321 0.368
H -1.75836 5.52517 -6.90069 0.376
H -1.64203 3.06152 -6.67791 0.374
H -1.03731 2.05177 -4.48799 0.456
C 1.58153 -1.95745 4.09199 -0.687
C 1.78531 -1.23763 2.74216 0.104
N 1.09557 -1.98416 1.68715 0.258
C 1.74928 -3.26263 1.44844 -0.617
C 1.93174 -4.00901 2.79552 -0.623
N 1.03614 -3.32731 3.78942 0.074
C -0.36478 -3.22302 3.22103 -0.893
C -0.30338 -2.18867 2.07928 -0.878
H 0.84871 -1.45658 4.72485 0.387
H 2.50723 -2.09414 4.65196 0.337
H 2.84718 -1.17586 2.49221 0.451
H 1.36622 -0.21632 2.75196 -0.400
H 2.71307 -3.10441 0.96964 0.553
H 1.14107 -3.84593 0.76048 0.138
H 2.94808 -3.94333 3.18418 0.258
H 1.63639 -5.05532 2.73951 0.383
H 0.99587 -3.86699 4.64655 0.324
H -1.04837 -2.93737 4.01534 0.401
H -0.63672 -4.21634 2.86938 0.139
H -0.71868 -1.23479 2.40496 0.657
H -0.88901 -2.54384 1.23203 0.455
F 2.45412 -3.16472 -1.57268 -0.356
C 1.03726 -2.99056 -1.68237 -0.271
F 0.55865 -4.29457 -1.32827 -0.366
C 0.82669 -2.96818 -3.18156 0.886
F 1.39672 -1.86458 -3.72326 -0.285
F -0.48936 -2.91523 -3.47880 -0.280
F 1.31886 -4.01504 -3.89703 -0.309
C 0.30129 2.36624 2.78752 -0.883
O 0.46585 1.21014 2.07312 -0.732
H 0.49326 2.26234 3.87954 0.226
H -0.72482 2.79071 2.72707 0.224
H 0.97421 3.19663 2.46792 0.206
I -3.89543 -2.91847 2.96708 -0.339
C -3.60032 -1.16149 1.66289 -0.895
H -4.15742 -0.39873 2.22198 0.198
H -4.23752 -1.43606 0.81128 0.181
```

Summary:
HOMO level: -3.02 eV
Energy above the lowest of the compared OMol25 structures with the same formula, charge and spin: 1.2 kcal/mol
Net charge: -1


Entry 5:
Entry from OMol25: a molecular structure, C18H26KN2PSe2 (ωB97M-V with the def2-TZVPD basis set).

XYZ file:
```
50
Properties=species:S:1:pos:R:3:mulliken_charge:R:1
K 0.01955 0.19063 -0.20216 0.779
Se -1.55836 2.27708 1.25260 -0.525
P 0.33353 2.56609 2.23111 0.585
Se 1.96396 1.23354 1.81000 -0.557
C 0.85801 4.28362 1.89316 0.514
C 2.04658 4.57315 1.23789 -0.307
C 2.38396 5.89359 0.97017 -0.586
C 1.54019 6.91977 1.36440 -0.411
C 0.35464 6.63084 2.02822 -0.609
C 0.00961 5.31581 2.28893 -0.570
C 0.08430 2.55638 4.04078 0.304
C -1.12525 2.21024 4.62465 -0.040
C -1.23588 2.16853 6.00888 -0.674
C -0.14476 2.48049 6.80450 -0.396
C 1.06241 2.84288 6.21995 -0.612
C 1.18039 2.87653 4.84119 -0.615
H 2.70407 3.76484 0.94668 0.305
H 3.31061 6.12017 0.45781 0.386
H 1.80609 7.94909 1.15774 0.366
H -0.30161 7.43518 2.33622 0.379
H -0.92026 5.07818 2.79168 0.363
H -1.97705 1.98548 3.99494 0.300
H -2.17979 1.90022 6.46693 0.389
H -0.23320 2.44399 7.88322 0.381
H 1.91232 3.09531 6.84157 0.387
H 2.11937 3.14599 4.37305 0.340
C 1.32706 -2.40323 -2.25468 -1.112
N 1.35068 -2.04286 -0.84099 0.416
C 2.73101 -1.79521 -0.43248 -1.099
C 0.75819 -3.11915 -0.04557 -1.133
C 0.43875 -2.73348 1.39576 -0.927
N -0.54102 -1.66179 1.53325 0.829
C -0.62288 -1.25367 2.93315 -1.351
C -1.86314 -2.07061 1.07672 -1.164
H 1.90733 -3.31656 -2.45723 0.352
H 1.75266 -1.59324 -2.84868 0.325
H 0.30078 -2.57145 -2.58544 0.335
H 3.35631 -2.69287 -0.55677 0.332
H 2.77346 -1.47940 0.60860 0.231
H 3.15450 -0.99043 -1.03423 0.356
H 1.43392 -3.98986 -0.01739 0.351
H -0.15667 -3.44522 -0.54433 0.505
H 1.35234 -2.40876 1.89686 0.497
H 0.09156 -3.64520 1.91213 0.325
H -0.94143 -2.08481 3.58396 0.342
H -1.33868 -0.43791 3.03416 0.363
H 0.34603 -0.89256 3.27503 0.366
H -2.21474 -2.97566 1.59695 0.360
H -1.86373 -2.26999 0.00267 0.298
H -2.57211 -1.26518 1.27177 0.330
```

Summary:
HOMO level: -7.48 eV
Energy above the lowest of the compared OMol25 structures with the same formula, charge and spin: 1.9 kcal/mol


| no. | LUMO level (Eh) |
| --- | --- |
| 1 | 0.024 |
| 2 | 0.090 |
| 3 | -0.014 |
| 4 | 0.065 |
| 5 | -0.001 |